(1)
{"formula": "C3H4GdO3", "method": "wB97M-V/def2-TZVPD", "e_homo_ev": [-23.072, -24.097], "orbital_gap_ev": [8.7, 4.8], "total_energy_ev": -30112.640, "spin_multiplicity": 8, "e_above_lowest_ev": 2.618, "total_charge": 3, "species": ["Gd", "O", "O", "O", "C", "C", "C", "H", "H", "H", "H"], "coordinates": [[-2.485, 1.876, -2.493], [-0.191, 0.736, 0.981], [-1.010, 2.248, -0.448], [-1.190, 0.127, -0.996], [0.984, -1.214, 0.167], [-0.877, 1.048, -0.206], [0.656, -0.222, 1.140], [1.886, -0.896, -0.377], [1.218, -2.146, 0.714], [0.110, -1.183, -0.678], [0.899, -0.375, 2.197]]}

***

(2)
{"formula": "C21H19N5OS2", "method": "wB97M-V/def2-TZVPD", "e_homo_ev": -8.071, "orbital_gap_ev": 8.4, "total_energy_ev": -53254.057, "e_above_lowest_ev": 0.398, "total_charge": 0, "species": ["S", "S", "O", "N", "N", "N", "N", "N", "C", "C", "C", "C", "C", "C", "C", "C", "C", "C", "C", "C", "C", "C", "C", "C", "C", "C", "C", "C", "C", "H", "H", "H", "H", "H", "H", "H", "H", "H", "H", "H", "H", "H", "H", "H", "H", "H", "H", "H"], "coordinates": [[2.680, -0.995, 1.692], [-2.475, 2.472, -1.973], [6.091, -1.720, 0.603], [-2.687, 1.124, 0.217], [-1.427, 3.083, 0.451], [0.539, 0.695, 1.772], [1.515, 2.653, 1.659], [2.477, 1.722, 1.624], [4.662, -0.525, -0.845], [4.515, -1.003, -3.204], [4.947, -1.345, -1.938], [-4.123, -0.770, -0.332], [-0.437, -0.352, 1.878], [-0.952, 2.760, 1.783], [3.532, 1.000, -2.319], [0.361, 2.054, 1.754], [-4.630, -1.660, -1.277], [-5.464, -3.076, 0.474], [5.156, -0.961, 0.479], [-4.295, -1.056, 1.022], [3.803, 0.171, -3.396], [1.892, 0.553, 1.695], [-3.423, 1.026, -1.957], [-2.141, 2.186, -0.262], [-3.424, 0.448, -0.723], [3.956, 0.660, -1.047], [-5.296, -2.802, -0.874], [-4.960, -2.199, 1.420], [4.423, -0.451, 1.706], [3.750, 1.331, -0.226], [3.465, 0.443, -4.385], [-3.926, 0.719, -2.849], [-1.712, 2.144, 2.266], [-0.826, 3.697, 2.330], [4.734, -1.647, -4.042], [-5.985, -3.969, 0.784], [-3.910, -0.363, 1.754], [-0.866, 3.741, -0.069], [4.886, -0.871, 2.600], [-0.641, -0.575, 2.928], [-4.495, -1.463, -2.330], [-5.089, -2.407, 2.472], [-0.046, -1.249, 1.399], [-1.358, -0.042, 1.380], [2.990, 1.922, -2.470], [4.397, 0.636, 1.758], [5.505, -2.254, -1.767], [-5.685, -3.484, -1.616]]}

***

(3)
{"formula": "C30H28F9GeN3O4PRuS2", "method": "wB97M-V/def2-TZVPD", "e_homo_ev": [-2.857, -2.669], "orbital_gap_ev": [7.2, 7.0], "total_energy_ev": -158745.435, "spin_multiplicity": 2, "e_above_lowest_ev": 0.558, "total_charge": -2, "species": ["Ru", "Ge", "S", "S", "P", "F", "F", "F", "F", "F", "F", "F", "F", "F", "O", "O", "O", "O", "N", "N", "N", "C", "C", "C", "C", "C", "C", "C", "C", "C", "C", "C", "C", "C", "C", "C", "C", "C", "C", "C", "C", "C", "C", "C", "C", "C", "C", "C", "C", "C", "C", "H", "H", "H", "H", "H", "H", "H", "H", "H", "H", "H", "H", "H", "H", "H", "H", "H", "H", "H", "H", "H", "H", "H", "H", "H", "H", "H", "H"], "coordinates": [[0.096, -0.730, 0.645], [-1.134, 1.321, -0.017], [-1.272, -0.776, 2.644], [1.394, 0.890, 1.923], [0.303, 0.155, 3.414], [0.568, -1.868, -2.811], [3.236, 1.109, -1.587], [4.745, -0.921, -0.698], [3.739, -2.790, -0.336], [1.759, 0.578, -3.073], [2.392, -2.151, -3.932], [1.936, -3.440, -2.258], [3.846, 0.033, -3.347], [4.599, -2.390, -2.278], [1.811, -1.005, -0.599], [-0.159, 1.234, 4.505], [-1.307, -1.583, -0.499], [1.209, -0.742, 4.379], [0.655, -2.859, 1.065], [2.843, -5.714, 3.589], [0.170, -7.269, 0.386], [0.874, 4.980, -2.444], [0.558, 3.536, 4.537], [-1.039, 3.629, -1.877], [0.919, -3.952, 1.311], [-5.201, 0.883, -1.320], [2.549, -1.191, -1.673], [-1.344, -0.095, -4.399], [-0.486, 4.702, -2.562], [-3.863, 0.316, -3.240], [2.109, -5.526, 2.712], [1.219, -5.286, 1.641], [-3.743, -0.061, -4.601], [-2.771, 0.913, -1.100], [0.642, -6.368, 0.939], [-0.265, 2.799, -1.060], [-4.021, 1.095, -0.566], [2.768, -2.436, 5.010], [0.823, 2.136, 5.042], [-1.884, 2.506, 1.413], [1.833, -1.963, 3.926], [1.661, 4.171, -1.636], [1.855, -2.175, -2.685], [3.923, -1.837, -1.242], [-2.516, -0.256, -5.171], [-5.130, 0.513, -2.631], [1.091, 3.098, -0.957], [-1.435, 0.267, -3.086], [-2.691, 0.498, -2.465], [2.859, 0.139, -2.430], [-2.149, -2.595, -0.050], [1.732, 2.472, -0.340], [1.313, 5.812, -2.983], [-2.338, 3.374, 0.927], [1.049, -2.692, 3.736], [3.214, -3.385, 4.714], [-2.101, 3.428, -1.997], [0.738, 2.076, 6.128], [-3.202, -2.302, -0.189], [2.221, -2.600, 5.940], [-4.133, 1.415, 0.465], [-1.982, -3.518, -0.626], [2.360, -1.766, 2.990], [-6.027, 0.361, -3.222], [-0.458, 3.846, 4.788], [-1.116, 5.318, -3.195], [-6.166, 1.031, -0.847], [-0.534, 0.358, -2.488], [-2.440, -0.551, -6.211], [-2.625, 2.013, 2.047], [1.262, 4.240, 4.988], [0.671, 3.574, 3.454], [-1.077, 2.852, 2.064], [-4.650, -0.199, -5.182], [-2.017, -2.862, 1.007], [2.724, 4.362, -1.539], [3.557, -1.703, 5.188], [-0.373, -0.280, -4.840], [1.827, 1.806, 4.768]]}

***

(4)
{"formula": "C7H12AgCl6NiO11P2Sn2", "method": "wB97M-V/def2-TZVPD", "e_homo_ev": [-11.086, -11.024], "orbital_gap_ev": [4.6, 4.5], "total_energy_ev": -180379.856, "spin_multiplicity": 5, "total_charge": 1, "species": ["Sn", "Sn", "Ag", "Ni", "Cl", "Cl", "Cl", "Cl", "Cl", "Cl", "P", "P", "O", "O", "O", "O", "O", "O", "O", "O", "O", "O", "O", "C", "C", "C", "C", "C", "C", "C", "H", "H", "H", "H", "H", "H", "H", "H", "H", "H", "H", "H"], "coordinates": [[-3.328, 2.689, -1.261], [-0.275, -2.515, -2.784], [0.147, 1.396, -2.721], [-0.084, 2.928, 1.049], [4.390, 0.714, 1.332], [-1.025, -3.081, 0.813], [1.774, -0.619, 4.145], [2.749, -2.574, -1.063], [-0.052, 3.290, 3.579], [-3.558, -1.291, -0.255], [-0.177, 0.927, -0.053], [-2.916, -0.254, -3.892], [-2.938, 0.051, -5.417], [-1.470, 0.354, -3.683], [0.648, -0.532, -5.432], [1.558, -0.063, -3.700], [-0.092, -0.092, -1.224], [-2.950, -1.728, -3.351], [-1.430, 1.503, 0.637], [0.809, 1.356, -4.935], [-3.968, 0.768, -3.418], [-0.054, 2.257, -0.780], [0.928, 1.217, 0.908], [3.292, -0.957, -0.670], [1.363, 0.244, -4.862], [0.085, 1.526, 3.964], [-1.892, -1.838, 1.876], [1.536, 1.108, 4.059], [-3.346, -1.613, 1.551], [3.707, -0.845, 0.804], [-1.755, -2.162, 2.908], [2.092, 1.436, 4.938], [4.104, -0.581, -1.292], [-0.506, 1.235, 4.832], [-3.641, -0.611, 1.863], [-4.002, -2.397, 1.929], [4.543, -1.530, 0.949], [2.086, 1.422, 3.173], [-0.473, 1.054, 3.155], [-1.298, -0.936, 1.732], [2.543, -0.195, -0.883], [2.879, -1.062, 1.478]]}

***

(5)
{"formula": "C5H15NO4", "method": "wB97M-V/def2-TZVPD", "e_homo_ev": -9.398, "orbital_gap_ev": 9.7, "total_energy_ev": -15105.604, "e_above_lowest_ev": 3.531, "total_charge": 0, "species": ["O", "O", "O", "O", "N", "C", "C", "C", "C", "C", "H", "H", "H", "H", "H", "H", "H", "H", "H", "H", "H", "H", "H", "H", "H"], "coordinates": [[0.437, -0.902, -2.348], [1.941, 1.943, 0.951], [-0.742, -2.008, 0.956], [2.066, -2.420, 1.490], [-1.272, 1.550, 1.271], [-1.292, 1.011, -0.863], [0.901, 2.065, -0.019], [-0.290, 1.185, 0.220], [-0.429, -1.282, -1.565], [-1.674, -0.535, -1.175], [-0.332, -2.337, -1.230], [-1.892, 2.351, 1.002], [-0.049, -1.442, 1.234], [-1.111, -2.415, 1.807], [-2.201, -0.580, -2.176], [2.303, -1.518, 1.241], [-2.242, 1.520, -0.682], [-1.189, 1.515, -1.750], [1.418, 1.908, -0.990], [0.065, 0.207, 0.665], [0.625, 3.174, 0.077], [-2.325, -0.862, -0.376], [1.573, -2.581, 0.709], [-0.866, 1.566, 2.244], [2.208, 1.075, 1.345]]}